Record 1
C15H31ClP2Ti | ωB97M-V/def2-TZVPD

Cartesian coordinates (Å):
P (-0.25403, -1.85357, -1.06690)
P (0.15263, 2.16485, -1.12636)
C (-0.39434, -0.48073, -2.37001)
C (0.44315, 0.80677, -2.30932)
H (-1.45491, -0.22990, -2.51995)
H (-0.14752, -0.97486, -3.32391)
H (1.51993, 0.57643, -2.29421)
H (0.30461, 1.34085, -3.26508)
C (-1.24046, 3.16491, -1.72964)
H (-1.52764, 3.91763, -0.98457)
H (-2.10541, 2.50897, -1.90837)
H (-0.96734, 3.66882, -2.66200)
C (1.62615, 3.21860, -1.41592)
H (1.49838, 3.76186, -2.35461)
H (2.52551, 2.60218, -1.48728)
H (1.77383, 3.94253, -0.60242)
C (-1.52418, -2.94501, -1.86173)
H (-1.66666, -3.88152, -1.31003)
H (-1.18053, -3.17710, -2.87925)
H (-2.48100, -2.41741, -1.94565)
C (1.23629, -2.68010, -1.77582)
H (2.10975, -2.00810, -1.81083)
H (1.00505, -2.98538, -2.80476)
H (1.50064, -3.57425, -1.19564)
Ti (-0.47981, 0.37357, 5.10384)
C (0.34480, 1.86757, 0.57389)
C (-1.08202, 1.57185, 0.28703)
C (-1.84180, 0.29244, 0.25261)
C (-1.53208, -0.82100, 1.25878)
C (-0.61151, -1.95352, 0.65388)
C (0.83071, -1.68878, 0.70740)
C (1.53568, -0.41864, 0.48449)
C (1.15762, 0.79147, 1.32625)
C (1.23082, -0.76947, 5.01466)
H (0.49345, 2.84638, 1.06280)
H (-1.78146, 2.34932, 0.58028)
H (-1.75573, -0.15678, -0.76095)
H (-2.94116, 0.52530, 0.21173)
H (-1.18725, -0.43311, 2.22885)
H (-2.49348, -1.28244, 1.50865)
H (-0.93143, -2.96828, 0.96066)
H (1.50747, -2.51392, 0.95492)
H (1.39950, -0.12817, -0.58055)
H (2.63271, -0.60834, 0.48759)
H (0.62118, 0.48250, 2.22978)
H (2.09288, 1.23399, 1.68377)
H (2.10977, -0.10076, 5.08144)
H (1.25700, -1.37912, 4.11370)
H (1.21125, -1.36710, 5.93340)
Cl (-2.53900, -0.21143, 5.64537)

- HOMO level (spin up / spin down): -0.195 / -0.194 hartree
- Net charge: 0
- Spin multiplicity: 3
- ΔE to the lowest compared entry with this formula, charge and spin: 161.74 kcal per mole
- Kohn-Sham gap (spin up / spin down): 0.208 / 0.177 Eh
- ⟨S²⟩: 2.01

These are the natural (NBO) partial charges, in e, on atoms 1 to 6: P 1.660; P 1.686; C -0.688; C -0.753; H 0.241; H 0.247

***

Record 2
H19O9 | ωB97M-V/def2-TZVPD

Cartesian coordinates (Å):
O (0.58936, 0.53461, -0.74696)
H (0.40375, -0.20019, -0.10271)
H (-0.26158, 1.05594, -1.09083)
H (0.95360, 1.16929, -0.08330)
O (-0.35242, -0.23829, 1.42761)
H (-0.01192, -0.63819, 2.22588)
H (-1.19062, 0.19731, 1.68700)
O (1.57220, -3.77016, -0.34492)
H (1.43667, -2.82629, -0.18054)
H (0.68815, -4.06614, -0.62422)
O (2.24141, -1.48441, 0.71631)
H (2.15392, -0.91079, 1.46084)
H (3.14060, -1.79776, 0.76009)
O (-1.11452, -3.15131, 0.04771)
H (-1.77208, -3.77673, -0.17953)
H (-1.25615, -2.47309, -0.53080)
O (2.12254, 2.59039, 0.05065)
H (2.92326, 2.71710, 0.59157)
H (1.76995, 3.45845, -0.04347)
O (-1.68014, 1.91565, -1.72109)
H (-1.91665, 2.81206, -1.64379)
H (-2.54918, 1.50335, -1.77936)
O (-1.85857, -0.73945, -0.88072)
H (-2.04782, -0.11583, -0.14951)
H (-2.58760, -0.66892, -1.45924)
O (-0.67088, 2.68313, 1.04667)
H (0.10223, 3.16719, 1.36466)
H (-0.82750, 3.05310, 0.18200)

- HOMO level: -0.460 hartree
- Net charge: +1
- ΔE to the lowest compared entry with this formula, charge and spin: 71.69 kcal per mole
- Kohn-Sham gap: 0.326 Eh

These are the natural (NBO) partial charges, in e, on atoms 1 to 6: O -0.817; H 0.573; H 0.569; H 0.556; O -0.972; H 0.508

***

Record 3
C27H27N4OSSiTc | ωB97M-V/def2-TZVPD

Cartesian coordinates (Å):
Tc (-0.67054, 0.71077, 0.14336)
O (0.59963, -3.00629, -1.26515)
C (-0.06594, -2.04915, -0.86282)
N (0.49151, -0.82680, -0.51565)
C (1.92418, -0.66184, -0.55156)
C (2.29132, 0.50207, 0.32605)
C (3.61946, 0.81629, 0.60118)
C (3.91494, 1.90856, 1.37982)
C (2.87659, 2.67742, 1.88428)
C (1.58447, 2.31464, 1.57830)
N (1.29214, 1.25634, 0.81867)
C (-1.51218, -2.04891, -0.66048)
C (-2.32352, -3.12390, -1.01410)
C (-3.68331, -3.08335, -0.79610)
C (-4.24506, -1.89494, -0.17487)
C (-3.42371, -0.86627, 0.15158)
N (-2.07846, -0.87450, -0.07548)
H (2.29285, -0.44682, -1.56120)
H (2.44381, -1.56346, -0.21731)
H (4.39841, 0.19399, 0.18070)
H (4.94407, 2.16651, 1.59477)
H (3.05588, 3.55089, 2.49545)
H (0.73519, 2.88264, 1.93149)
H (-1.83143, -3.97754, -1.46420)
H (-4.31648, -3.91804, -1.07288)
H (-5.30502, -1.80612, 0.03385)
H (-3.81554, 0.03886, 0.60295)
C (2.53846, 3.05530, -4.70500)
Si (0.80935, 2.82477, -5.32533)
C (0.98914, 1.90225, -6.94803)
C (0.07174, 4.49410, -5.68832)
C (-0.42119, 1.87965, -4.27544)
C (-1.44575, 1.20392, -4.92051)
C (-2.42782, 0.52214, -4.20760)
C (-2.32951, 0.53560, -2.83433)
N (-1.37206, 1.19095, -2.17114)
C (-0.41793, 1.87530, -2.84830)
S (0.75802, 2.73537, -1.90862)
H (3.15138, 3.45644, -5.52272)
H (2.96521, 2.10000, -4.37858)
H (2.56484, 3.73313, -3.85089)
H (1.63759, 2.45296, -7.63923)
H (0.03130, 1.74159, -7.45118)
H (1.44041, 0.91964, -6.76713)
H (0.73014, 5.09906, -6.32482)
H (-0.09775, 5.03571, -4.75087)
H (-0.89373, 4.38153, -6.19422)
H (-1.48652, 1.18761, -6.00556)
H (-3.22629, -0.01748, -4.69914)
H (-3.05214, 0.00807, -2.22386)
C (-1.60404, 2.04029, 0.94383)
C (-2.27111, 3.21947, 1.45380)
C (-1.87217, 4.47866, 0.99360)
C (-2.50476, 5.62523, 1.45168)
C (-3.54899, 5.53361, 2.36324)
C (-3.95158, 4.28604, 2.82122)
C (-3.31546, 3.13659, 2.37434)
H (-1.07885, 4.52736, 0.25337)
H (-2.18920, 6.59387, 1.08485)
H (-4.05205, 6.42780, 2.70704)
H (-4.76476, 4.20642, 3.53225)
H (-3.62024, 2.16083, 2.73361)

- HOMO level (spin up / spin down): -0.071 / -0.157 hartree
- Net charge: -1
- Spin multiplicity: 4
- ΔE to the lowest compared entry with this formula, charge and spin: 14.39 kcal per mole
- Kohn-Sham gap (spin up / spin down): 0.167 / 0.255 Eh
- ⟨S²⟩: 4.03

These are the natural (NBO) partial charges, in e, on atoms 1 to 6: Tc 0.915; O -0.692; C 0.618; N -0.724; C -0.262; C 0.298

***

Record 4
H5O2S | ωB97M-V/def2-TZVPD

Cartesian coordinates (Å):
S (0.95647, -1.27548, -0.66712)
H (0.74596, -0.32038, 0.26965)
H (-2.87136, -1.08603, -1.08725)
H (-1.39563, -0.96966, -1.20624)
O (-2.14251, -1.54679, -1.47884)
H (1.75261, 2.22454, 0.83864)
H (1.41212, 1.01351, 1.61591)
O (1.54235, 1.96028, 1.71525)

- HOMO level: -0.109 hartree
- Net charge: -1
- ΔE to the lowest compared entry with this formula, charge and spin: 12.81 kcal per mole
- Kohn-Sham gap: 0.263 Eh

These are the natural (NBO) partial charges, in e, on atoms 1 to 6: S -1.012; H 0.047; H 0.436; H 0.502; O -0.968; H 0.467

***

Q: Which formula does entry 4 have?
A: H5O2S

***

Repeat the fourth record exactly.
H5O2S | ωB97M-V/def2-TZVPD

Cartesian coordinates (Å):
S (0.95647, -1.27548, -0.66712)
H (0.74596, -0.32038, 0.26965)
H (-2.87136, -1.08603, -1.08725)
H (-1.39563, -0.96966, -1.20624)
O (-2.14251, -1.54679, -1.47884)
H (1.75261, 2.22454, 0.83864)
H (1.41212, 1.01351, 1.61591)
O (1.54235, 1.96028, 1.71525)

- HOMO level: -0.109 hartree
- Net charge: -1
- ΔE to the lowest compared entry with this formula, charge and spin: 12.81 kcal per mole
- Kohn-Sham gap: 0.263 Eh

These are the natural (NBO) partial charges, in e, on atoms 1 to 6: S -1.012; H 0.047; H 0.436; H 0.502; O -0.968; H 0.467